No. 1
This record from the OMol25 dataset describes C12H14F9MnN2O4S3Si as an isolated structure. The level of theory is ωB97M-V/def2-TZVPD.

ORCA input file:
```
! RIJCOSX wB97M-V def2-TZVPD def2/J DEFGRID3
* xyz 0 5
Mn 0.50 0.29 -0.70
F 2.58 -4.07 3.34
C 2.60 -2.92 2.63
F 3.63 -3.01 1.78
F 2.87 -1.93 3.50
C 1.29 -2.70 1.92
C 0.26 -3.59 2.08
C -0.96 -3.39 1.42
C -1.08 -2.26 0.64
N -0.10 -1.37 0.52
C 1.11 -1.56 1.11
S 2.27 -0.35 0.75
H 0.40 -4.46 2.70
H -1.77 -4.09 1.51
H -1.98 -2.04 0.08
F 2.27 0.96 -4.80
C 1.91 2.20 -4.49
F 1.15 2.69 -5.46
F 3.00 2.95 -4.35
S 0.97 2.21 -2.90
O 1.87 1.70 -1.88
O 0.43 3.52 -2.76
N -0.24 1.17 -3.13
S -0.26 -0.40 -3.07
O 1.00 -0.96 -2.60
O -1.41 -0.80 -2.31
C -0.51 -0.98 -4.82
F -1.02 0.00 -5.55
F 0.65 -1.36 -5.33
F -1.35 -2.01 -4.81
C -0.32 0.50 3.37
Si -1.16 1.55 2.07
C -1.42 3.28 2.76
C -2.83 0.84 1.60
C -0.11 1.83 0.53
H -0.75 0.71 4.34
H 0.75 0.70 3.42
H -0.44 -0.57 3.18
H -2.12 3.25 3.59
H -1.81 3.96 2.00
H -0.48 3.70 3.13
H -3.52 0.96 2.43
H -2.78 -0.22 1.37
H -3.26 1.36 0.74
H 0.83 2.36 0.67
H -0.69 2.34 -0.26
*
```

Computed properties:
energy above the lowest of the compared OMol25 structures with the same formula, charge and spin	62.0	kJ/mol
HOMO energy (alpha / beta)	-8.69 / -8.76	eV
⟨S²⟩	6.445
gap between HOMO and LUMO (alpha / beta)	6.79 / 8.46	eV

No. 2
This record from the OMol25 dataset describes C12H14LaN2O2S as an isolated structure. The level of theory is ωB97M-V/def2-TZVPD.

ORCA input file:
```
! RIJCOSX wB97M-V def2-TZVPD def2/J DEFGRID3
* xyz 3 1
C 3.78 -1.95 -0.18
C 3.88 -0.39 -0.19
O 2.87 0.23 -1.06
C 1.77 0.43 -0.26
O 0.98 -0.48 -0.12
C 1.66 1.79 0.42
C 0.19 2.26 0.65
C -0.79 1.82 -0.49
C -1.71 0.61 -0.16
C -2.42 -0.15 -1.32
C -3.23 -1.30 -1.06
C -3.42 -1.79 0.21
N -4.13 -2.88 0.64
S -3.94 -2.89 2.21
N -2.99 -1.58 2.53
C -2.78 -1.07 1.32
C -1.93 0.11 1.07
H 4.75 -2.45 -0.08
H 3.09 -2.22 0.64
H 3.24 -2.24 -1.10
H 3.73 -0.04 0.85
H 4.90 -0.11 -0.50
H 2.29 2.54 -0.09
H 2.12 1.69 1.43
H 0.20 3.36 0.65
H -0.13 1.97 1.66
H -1.43 2.72 -0.75
H -0.21 1.60 -1.43
H -2.27 0.17 -2.39
H -3.72 -1.83 -1.89
H -1.49 0.57 1.96
La -2.87 1.50 -3.15
*
```

Computed properties:
energy above the lowest of the compared OMol25 structures with the same formula, charge and spin	86.4	kJ/mol
HOMO energy	-17.44	eV
gap between HOMO and LUMO	3.35	eV

No. 3
This record from the OMol25 dataset describes an isolated ion of composition C12H14N and charge +1. The level of theory is ωB97M-V/def2-TZVPD.

ORCA input file:
```
! RIJCOSX wB97M-V def2-TZVPD def2/J DEFGRID3
* xyz 1 1
C 0.13 1.84 1.26
C 0.22 0.72 -0.04
N -0.08 -0.59 0.52
C 0.69 -1.67 0.40
C 0.42 -2.89 1.07
C -0.74 -2.96 1.85
C -1.66 -1.88 1.73
C -1.29 -0.75 1.04
C 1.57 0.71 -0.58
C 1.66 0.42 -1.90
C 0.60 0.32 -2.77
C -0.61 0.71 -2.43
C -0.69 1.38 -1.06
H 0.23 2.85 0.85
H 0.97 1.60 1.99
H -0.75 1.68 1.90
H 1.49 -1.58 -0.28
H 1.01 -3.77 0.84
H -0.91 -3.88 2.46
H -2.65 -1.90 2.13
H -2.07 0.11 0.92
H 2.55 0.65 -0.10
H 2.71 0.16 -2.24
H 0.74 -0.39 -3.64
H -1.40 0.70 -3.18
H -0.29 2.38 -1.22
H -1.72 1.50 -0.75
*
```

Computed properties:
energy above the lowest of the compared OMol25 structures with the same formula, charge and spin	196.2	kJ/mol
HOMO energy	-12.37	eV
gap between HOMO and LUMO	8.02	eV

No. 4
This record from the OMol25 dataset describes one molecule with the formula C12H14N2. The level of theory is ωB97M-V/def2-TZVPD.

ORCA input file:
```
! RIJCOSX wB97M-V def2-TZVPD def2/J DEFGRID3
* xyz 0 1
C -1.39 -0.91 -3.74
C -0.03 -0.55 -3.14
C 0.33 -0.21 -1.93
C 1.64 0.18 -1.43
N -0.62 -0.40 -0.88
C -0.51 0.37 0.35
C -1.11 1.60 0.51
C -0.86 2.28 1.70
C -0.21 1.76 2.79
C 0.20 0.41 2.75
C 0.79 -0.54 3.65
C 1.09 -1.62 2.86
N 0.59 -1.47 1.58
C 0.12 -0.19 1.48
H -1.54 -1.88 -3.33
H -1.38 -1.05 -4.76
H -2.18 -0.16 -3.29
H 0.78 -0.72 -3.86
H 1.57 1.27 -0.92
H 2.33 0.33 -2.31
H 1.84 -0.56 -0.62
H -1.56 -0.44 -1.24
H -1.61 2.12 -0.37
H -1.31 3.35 1.77
H -0.08 2.19 3.68
H 1.09 -0.45 4.66
H 1.54 -2.54 3.15
H 0.50 -2.20 0.88
*
```

Computed properties:
energy above the lowest of the compared OMol25 structures with the same formula, charge and spin	219.8	kJ/mol
HOMO energy	-7.82	eV
gap between HOMO and LUMO	8.72	eV

No. 5
This record from the OMol25 dataset describes an isolated ion of composition C12H14NO and charge +1. The level of theory is ωB97M-V/def2-TZVPD.

ORCA input file:
```
! RIJCOSX wB97M-V def2-TZVPD def2/J DEFGRID3
* xyz 1 3
C -2.67 -2.38 -0.38
C -2.66 -1.17 -1.05
C -1.85 -2.55 0.72
C -1.82 -0.20 -0.73
C -0.94 -1.55 1.05
C -0.93 -0.38 0.32
C 2.43 -0.93 -0.09
C 1.71 0.37 0.29
C 3.70 -1.38 -0.13
C 0.11 0.63 0.62
C -0.15 1.67 1.70
C 1.02 2.41 -1.16
N 0.80 1.05 -0.66
O 4.80 -1.75 -0.13
H -3.52 -3.00 -0.66
H -3.22 -0.82 -1.89
H -1.69 -3.47 1.27
H -1.89 0.84 -1.19
H -0.23 -1.77 1.96
H 1.85 -1.59 -0.79
H 2.34 1.07 0.75
H -0.87 1.39 2.40
H -0.51 2.50 1.04
H 0.82 1.95 2.14
H 1.60 3.12 -0.55
H 1.50 2.44 -2.15
H 0.07 2.96 -1.32
H 0.22 0.52 -1.37
*
```

Computed properties:
HOMO energy (alpha / beta)	-9.15 / -13.23	eV
⟨S²⟩	2.011
gap between HOMO and LUMO (alpha / beta)	6.41 / 7.21	eV

No. 6
This record from the OMol25 dataset describes one molecule with the formula C12H14O3. The level of theory is ωB97M-V/def2-TZVPD.

ORCA input file:
```
! RIJCOSX wB97M-V def2-TZVPD def2/J DEFGRID3
* xyz 0 3
C 0.69 -3.28 0.12
C 1.94 -2.79 0.05
C -0.37 -2.40 0.43
C 2.17 -1.44 0.01
C -0.18 -1.04 0.70
C 1.12 -0.56 0.37
C -1.19 0.06 0.92
C 2.29 1.36 -0.39
C 2.79 2.66 0.16
C -3.46 0.89 0.46
C -1.62 0.84 -1.20
C -2.26 0.11 -0.06
O 1.50 0.75 0.55
O -0.90 1.04 1.57
O 2.41 1.03 -1.54
H 0.41 -4.30 0.02
H 2.75 -3.39 -0.39
H -1.37 -2.92 0.63
H 3.19 -1.03 -0.07
H 2.99 3.32 -0.63
H 3.63 2.46 0.75
H 2.03 3.15 0.85
H -3.82 0.51 1.44
H -4.28 0.77 -0.23
H -3.26 1.92 0.46
H -2.36 1.24 -1.84
H -0.99 0.17 -1.78
H -1.07 1.77 -0.94
H -2.76 -0.90 -0.41
*
```

Computed properties:
HOMO energy (alpha / beta)	-5.12 / -9.29	eV
⟨S²⟩	2.035
gap between HOMO and LUMO (alpha / beta)	5.79 / 6.15	eV

No. 7
This record from the OMol25 dataset describes a 2-piece molecular cluster, C12H14Si overall. The level of theory is ωB97M-V/def2-TZVPD.

ORCA input file:
```
! RIJCOSX wB97M-V def2-TZVPD def2/J DEFGRID3
* xyz 0 1
C 2.45 -0.60 1.46
C 1.14 -0.62 1.37
Si 0.05 -1.08 -0.08
C 0.43 -2.25 -1.30
C 1.46 -3.34 -1.19
C -1.61 -0.06 -0.11
C -1.52 1.21 -0.67
C -2.58 2.11 -0.64
C -3.79 1.59 -0.13
C -3.93 0.35 0.43
C -2.76 -0.50 0.53
H 2.93 -0.12 2.30
H 2.98 -0.98 0.54
H 0.57 -0.21 2.22
H -0.29 -2.48 -2.08
H 1.86 -3.68 -2.22
H 1.06 -4.25 -0.78
H 2.39 -2.90 -0.68
H -0.60 1.54 -1.07
H -2.43 3.02 -1.12
H -4.60 2.34 -0.42
H -4.93 -0.06 0.76
H -2.87 -1.51 0.83
C 3.92 3.60 0.33
C 3.26 2.66 0.60
H 4.72 4.32 0.06
H 2.68 1.91 1.04
*
```

Computed properties:
energy above the lowest of the compared OMol25 structures with the same formula, charge and spin	331.8	kJ/mol
HOMO energy	-7.77	eV
gap between HOMO and LUMO	8.13	eV

No. 8
This record from the OMol25 dataset describes C12H15AuBF6N4OS2Se2Te2 as an isolated structure. The level of theory is ωB97M-V/def2-TZVPD.

ORCA input file:
```
! RIJCOSX wB97M-V def2-TZVPD def2/J DEFGRID3
* xyz -1 3
Au -0.18 0.29 -0.17
C 1.66 -3.15 0.13
N 0.80 -3.25 -1.03
C 1.12 -3.84 -2.23
C 0.03 -3.71 -3.03
N -0.94 -3.05 -2.33
B -2.33 -2.67 -2.86
N -2.43 -1.11 -3.08
C -3.64 -0.55 -3.40
C -3.49 0.79 -3.53
N -2.17 1.06 -3.27
C -1.54 2.36 -3.25
C -1.53 -0.11 -2.98
S 0.15 -0.16 -2.64
C -0.45 -2.76 -1.11
S -1.24 -1.92 0.16
H 2.50 -3.82 0.01
H 1.09 -3.40 1.02
H 2.02 -2.12 0.25
H 2.09 -4.28 -2.41
H -0.13 -4.04 -4.04
H -3.17 -2.97 -2.05
H -2.48 -3.20 -3.93
H -4.51 -1.17 -3.52
H -4.20 1.55 -3.79
H -2.28 3.12 -3.47
H -0.74 2.39 -3.99
H -1.09 2.55 -2.27
Se 1.44 -0.33 2.39
Te 0.47 1.61 3.40
Te 0.93 3.63 1.62
Se 1.27 2.39 -0.47
C -3.48 1.17 -0.28
C -2.95 1.60 1.10
O -1.59 1.51 1.22
C -3.64 0.71 2.17
F -4.99 0.87 2.19
F -3.22 0.98 3.42
F -3.42 -0.59 1.95
C -3.37 3.07 1.35
F -2.82 3.88 0.42
F -2.98 3.53 2.55
F -4.71 3.29 1.28
H -3.11 0.16 -0.48
H -3.07 1.86 -1.02
H -4.56 1.19 -0.31
*
```

Computed properties:
energy above the lowest of the compared OMol25 structures with the same formula, charge and spin	0.0	kJ/mol
HOMO energy (alpha / beta)	-3.74 / -4.17	eV
⟨S²⟩	2.015
gap between HOMO and LUMO (alpha / beta)	6.12 / 5.19	eV

Computed max |F|, in the same sequence as the records: 0.0200, 0.1626, 0.1037, 0.1006, 0.0872, 0.1343, 0.0758, 0.0100 Eh/bohr.